Formula: H26O13
Source: the OMol25 dataset
Level of theory: ωB97M-V/def2-TZVPD

The geometry in XYZ format:
```
39
Properties=species:S:1:pos:R:3:forces:R:3:lowdin_charge:R:1
O -0.000077 -12.612118 28.664740 -0.3 -0.2 0.3 -0.04
H -0.555820 -12.334587 27.936474 -0.1 0.2 -0.6 0.01
H -0.562154 -12.540868 29.436245 0.0 0.0 0.3 0.06
O 1.233200 -15.685339 29.111103 0.0 -0.4 0.3 -0.04
H 0.477040 -16.173607 28.785468 -0.2 0.0 0.0 0.03
H 1.310726 -14.938777 28.517092 0.1 0.5 -0.2 -0.01
O 1.238759 -10.597260 26.132590 -0.3 0.4 0.3 -0.04
H 1.947378 -11.063286 25.688841 0.5 -0.3 -0.4 0.00
H 0.438884 -11.007759 25.804063 0.0 -0.1 0.0 -0.01
O 2.656622 -12.766547 28.919432 0.9 -0.2 -0.2 -0.05
H 1.816147 -12.719640 28.463764 -0.5 0.4 0.0 -0.02
H 2.425162 -12.791643 29.847888 0.0 0.0 0.1 0.04
O 0.459350 -13.779705 22.843824 -0.1 0.1 0.2 -0.03
H -0.286815 -14.282949 22.517919 -0.2 -0.1 -0.1 0.03
H 1.220717 -14.326394 22.649698 0.3 -0.1 0.0 0.03
O 4.843175 -13.599486 26.867191 0.2 0.3 -0.6 -0.04
H 4.287584 -13.104304 27.469145 -0.3 0.1 0.6 0.01
H 4.318450 -14.364202 26.630328 -0.1 -0.5 0.1 0.01
O 3.220706 -16.635265 27.026716 0.3 -0.4 -0.5 -0.04
H 2.839177 -17.366609 27.512318 0.1 0.0 0.3 0.03
H 2.582273 -15.927861 27.117464 -0.3 0.3 0.1 -0.03
O -1.739497 -15.340891 25.762752 -0.1 0.0 0.1 -0.02
H -1.470785 -16.039314 25.165898 0.3 0.0 -0.3 0.03
H -2.621503 -15.588471 26.040240 -0.3 -0.1 0.2 0.06
O 1.508185 -14.619403 25.976689 0.3 0.1 0.5 -0.03
H 0.842563 -13.934784 26.043657 -0.2 0.5 0.0 0.01
H 1.131084 -15.262886 25.376728 0.0 -0.2 -0.3 -0.02
O -0.955117 -12.678606 26.090425 0.1 0.4 0.1 -0.05
H -1.425865 -13.510825 26.045365 -0.1 -0.7 -0.1 0.01
H -1.228745 -12.205257 25.304741 -0.1 0.2 -0.3 0.07
O 3.364303 -12.333937 24.511944 -0.3 0.6 -0.3 -0.04
H 3.710627 -12.774602 25.287888 0.6 -0.3 0.5 -0.01
H 2.986731 -13.037932 23.984618 -0.1 -0.1 0.0 0.02
O 3.613599 -17.157971 23.984175 0.4 0.0 -0.3 -0.05
H 3.510035 -17.396632 23.063007 0.2 -0.1 -0.3 0.02
H 2.721849 -17.150838 24.331966 -0.1 0.1 0.5 -0.03
O 0.882227 -16.780930 24.414417 -0.5 -0.1 -0.1 -0.03
H 0.827376 -17.018021 23.488670 0.0 0.0 -0.4 0.07
H 0.447321 -17.500115 24.872516 0.0 -0.4 0.3 0.08
```
Positions in Å, forces in eV/Å.

Calculated total energy in eV: -27040.0162
LUMO energy in eV: -1.07
Total charge: 0
Relative energy (zero: lowest compared OMol25 entry of this formula, charge and spin) in kJ/mol: 186.30
Spin multiplicity: 1
E_HOMO in eV: -10.41

Formula: H26O13
Source: the OMol25 dataset
Level of theory: ωB97M-V/def2-TZVPD

The geometry in XYZ format:
```
39
Properties=species:S:1:pos:R:3:forces:R:3:lowdin_charge:R:1
H 0.078584 -1.630151 0.441281 0.2 0.1 -0.4 0.04
H 0.041593 -0.208715 -0.003191 -0.7 1.5 0.2 -0.02
H -4.259372 0.737186 2.490298 0.3 0.8 -0.2 0.04
H -2.812349 0.445087 2.391707 -0.7 1.7 -0.1 0.04
H 1.599758 -0.490092 -4.534425 -0.2 0.5 0.9 0.05
H 1.446773 -1.504489 -3.327907 0.2 0.7 2.3 0.01
H 3.553379 2.797744 -1.762865 -0.4 -0.2 0.7 0.05
H 3.240654 3.629560 -0.584374 0.3 3.6 1.6 -0.03
H 3.170344 -1.361981 -4.653767 1.3 0.1 2.7 0.09
H 3.229957 -2.187013 -3.430198 -0.1 -1.2 0.6 0.01
H -0.567806 1.185089 3.913976 -0.9 -1.0 -0.2 0.07
H -1.201605 0.955768 5.161562 -0.5 0.3 2.3 0.01
H -0.125475 2.035390 -0.327321 -1.1 0.9 1.6 0.11
H -0.835698 1.880901 1.078482 -0.4 -0.7 0.2 0.03
H -2.087968 3.434944 -1.555892 0.2 0.3 0.1 0.04
H -3.290571 2.521366 -1.401220 1.2 -0.2 0.1 0.07
H 3.684848 -3.159798 1.404224 0.0 -0.4 0.6 0.01
H 4.017082 -2.794419 -0.027273 -0.9 1.2 1.9 0.08
H -2.141293 -3.294313 2.194390 -0.3 -0.6 0.7 -0.03
H -3.581769 -3.257607 1.550408 1.2 0.1 0.1 0.06
H -1.585970 -0.373367 -3.929678 -0.5 -0.4 -0.9 0.00
H -1.399222 1.151433 -3.453908 0.3 -2.9 0.4 0.08
H -0.634622 -4.059558 3.038907 0.6 0.7 1.0 0.03
H -0.769672 -4.980685 1.941448 -0.6 -0.5 0.2 0.06
H 0.378234 3.482873 1.360659 0.4 1.8 0.0 0.00
H 0.448551 4.928399 2.093800 -0.7 0.2 0.6 0.00
O 0.417172 -1.028611 -0.241483 0.5 -1.7 0.1 -0.02
O -3.433523 1.232605 2.306008 0.3 -2.5 0.3 -0.10
O 1.339719 -1.352538 -4.228104 -3.0 -1.0 -3.9 -0.06
O 3.122496 2.786967 -0.885635 -0.1 -3.4 -2.2 -0.02
O 3.535370 -1.338959 -3.690231 1.8 0.9 -2.7 -0.11
O -1.269960 0.602755 4.304447 1.5 0.6 -2.1 -0.05
O -0.626044 2.518274 0.407444 1.9 -0.7 -1.2 -0.07
O -2.303724 2.529893 -1.325201 -2.1 -0.1 -1.0 -0.07
O 3.655965 -2.394138 0.839431 0.9 -0.9 -2.5 -0.08
O -2.622569 -3.106501 1.400825 -1.4 0.7 -1.2 -0.07
O -1.162543 0.163483 -3.283312 0.1 3.3 0.7 -0.09
O -1.130114 -4.842592 2.835645 0.5 -0.3 -0.8 -0.05
O 0.881391 4.345808 1.491043 0.6 -1.3 -0.6 -0.10
```
Positions in Å, forces in eV/Å.

Calculated total energy in eV: -27036.4414
LUMO energy in eV: 0.02
Total charge: 0
Relative energy (zero: lowest compared OMol25 entry of this formula, charge and spin) in kJ/mol: 531.22
Spin multiplicity: 1
E_HOMO in eV: -9.82

Formula: H26O25S3Zn2
Source: the OMol25 dataset
Level of theory: ωB97M-V/def2-TZVPD

The geometry in XYZ format:
```
56
Properties=species:S:1:pos:R:3:forces:R:3:lowdin_charge:R:1
Zn 3.051614 -1.188699 -0.000010 -1.7 -1.9 0.3 0.90
Zn -1.174299 -0.857026 -2.329571 0.5 -0.2 -0.7 0.72
S -1.422076 1.970952 -3.999879 -1.9 5.5 -3.0 0.22
O -1.118499 0.838431 -3.141903 0.4 -2.6 1.3 -0.40
O -1.865456 1.591268 -5.346444 -0.3 -1.5 0.1 -0.42
O -2.448197 2.839641 -3.371373 0.1 -1.1 0.4 -0.42
O -0.196180 2.772184 -4.153007 1.3 -0.4 0.4 -0.40
S 0.129125 0.368146 0.239662 -0.8 2.5 -0.7 0.41
O -0.322687 0.237866 1.622246 0.1 0.3 0.4 -0.35
O 1.288215 -0.468710 0.078879 1.4 -0.8 -0.6 -0.32
O -0.974383 -0.119824 -0.596593 -0.2 0.1 1.4 -0.36
O 0.436119 1.760370 -0.173891 -0.5 -1.4 1.5 -0.32
S 2.181793 -4.201797 -0.936145 -0.5 -7.2 -0.9 0.23
O 0.740095 -4.501104 -1.182652 0.1 0.4 0.6 -0.36
O 2.676416 -4.853762 0.275893 0.1 0.0 0.1 -0.39
O 2.876911 -4.634275 -2.142630 0.8 0.9 0.1 -0.37
O 2.263647 -2.790391 -0.688841 1.0 6.4 -0.1 -0.40
O 2.733149 -1.900254 2.013599 1.1 0.2 0.1 -0.02
H 3.369244 -2.354230 2.566328 0.2 -0.4 -0.1 0.08
H 1.964893 -1.788869 2.573611 -1.2 0.2 0.3 0.04
O -2.313171 -1.634641 1.489944 -0.3 -1.0 0.1 -0.04
H -1.655479 -1.119244 1.023002 0.1 0.2 -0.2 -0.02
H -3.125460 -1.139379 1.384452 -0.2 0.3 0.1 0.04
O 0.794754 -1.069753 -2.853742 0.0 -1.0 -0.5 -0.01
H 1.436076 -0.423425 -2.558471 0.1 1.4 -0.1 0.03
H 1.103615 -1.898690 -2.488088 0.3 -0.6 0.2 0.04
O 0.144495 -1.522217 3.671254 0.9 -0.5 0.5 -0.04
H -0.193216 -0.937772 2.992575 -0.3 0.4 -0.5 -0.02
H -0.347888 -2.334799 3.554979 -0.2 -0.2 -0.1 0.05
O -0.076617 1.659208 3.738708 0.6 0.5 1.4 -0.07
H -0.358199 2.527961 3.451979 -0.3 0.3 -0.2 0.02
H 0.024598 1.160098 2.928228 -0.1 -0.2 -0.5 -0.05
O 1.974408 3.925317 0.042386 0.7 0.8 0.1 -0.05
H 2.398015 3.750515 0.882763 -0.1 0.0 0.2 0.01
H 1.325401 3.227692 -0.048919 -0.1 -0.5 -0.3 -0.04
O -1.030760 3.570724 1.381237 -0.3 0.3 0.9 -0.05
H -0.357890 3.037823 0.957574 0.2 -0.3 -0.4 -0.02
H -1.476914 4.012731 0.658877 -0.1 0.0 -0.3 0.06
O 1.645544 1.723585 -2.497188 1.8 -1.2 0.5 -0.08
H 1.076796 1.930468 -3.238777 -0.9 0.7 -1.1 -0.02
H 1.063241 1.735328 -1.737574 -0.2 0.3 0.1 -0.04
O -2.728241 0.698169 3.367151 -0.9 0.0 0.3 -0.06
H -2.141101 0.348259 2.697029 0.2 -0.1 -0.2 -0.03
H -2.187093 0.754484 4.154680 0.4 0.1 0.0 0.02
O 3.781848 0.374974 0.914705 1.1 0.7 -0.2 0.01
H 3.776876 0.543801 1.856882 -0.5 -0.4 0.5 0.10
H 4.416363 0.999090 0.562405 0.1 0.4 -0.5 0.10
O -0.931431 -2.727536 -1.373327 -2.4 1.9 -0.6 -0.04
H -1.445116 -2.908555 -0.586174 -0.3 0.2 0.3 0.06
H -0.202260 -3.346243 -1.331584 1.8 -1.9 0.0 -0.06
O -3.206657 -0.772540 -2.071871 -0.8 -0.6 -0.1 0.01
H -3.750223 -0.619613 -1.298965 0.2 0.2 0.5 0.08
H -3.804162 -0.661174 -2.811339 0.1 0.3 -0.5 0.09
O -2.987751 1.503009 0.546877 -0.9 -0.3 0.0 -0.04
H -2.501478 1.917336 1.259688 0.1 0.3 0.3 0.00
H -2.330365 0.995093 0.071367 0.3 0.1 -0.5 -0.02
```
Positions in Å, forces in eV/Å.

Calculated total energy in eV: -180957.5739
LUMO energy in eV: 2.23
Total charge: -2
Spin multiplicity: 1
E_HOMO in eV: -1.78